16
Properties=species:S:1:pos:R:3:forces:R:3 method="wB97M-V/def2-TZVPD" multiplicity=1 e_lumo_ev=1.06 relative_energy_kj_mol=234.6
C -0.58495 0.54539 0.85034 0.47 -0.14 -0.33
C -0.52672 -1.15874 -0.83061 -0.06 0.02 -0.25
C 0.19275 -0.66580 0.41449 -0.07 -0.04 0.05
C 0.27245 0.10429 -0.88721 -0.07 -0.37 0.31
C -1.24174 0.88218 2.12609 -0.10 0.15 -0.02
C 1.41136 0.39962 -1.80196 -0.18 0.03 0.20
N -0.55403 1.18578 -0.26291 -0.30 0.37 0.04
H -0.09654 -2.02720 -1.31045 0.14 -0.08 -0.03
H -1.60672 -1.11535 -0.87341 -0.09 0.07 0.03
H 0.90961 -1.25662 0.95727 0.17 -0.05 0.01
H -0.50330 0.91387 2.92697 0.00 0.00 0.07
H -1.97294 0.11367 2.37632 -0.05 -0.04 0.07
H -1.73584 1.84697 2.04764 -0.05 0.06 0.04
H 2.03669 1.18302 -1.37806 0.09 0.03 0.00
H 1.03671 0.74221 -2.76521 0.02 0.02 -0.09
H 2.01223 -0.49487 -1.95134 0.06 -0.03 -0.06

=====

29
Properties=species:S:1:pos:R:3:forces:R:3 method="wB97M-V/def2-TZVPD" multiplicity=1 e_lumo_ev=-0.80 relative_energy_kj_mol=113.7
He 0.11103 3.44131 20.49598 0.00 0.02 0.01
Xe 0.76450 0.63769 18.60500 -0.16 -0.11 0.08
O -1.06840 -1.32299 21.79051 -0.50 -0.04 0.32
H -0.14574 -1.21861 21.55808 0.34 0.23 -0.07
H -1.07952 -2.05661 22.40525 -0.27 -0.16 0.15
O -2.45396 -1.03953 19.38225 -0.81 1.27 0.21
H -1.90218 -1.57118 18.80854 -0.10 -0.49 -0.20
H -1.98638 -1.02330 20.21732 -0.08 -0.05 0.42
O 3.03691 -0.14157 15.62009 -0.07 -0.28 -0.02
H 3.48350 0.10979 16.42854 0.10 0.00 0.29
H 3.57915 0.22595 14.92214 0.27 0.02 -0.35
O -1.19944 -2.84578 18.14490 -0.34 -0.45 -0.92
H -0.37582 -2.81497 18.63165 0.83 -0.18 0.32
H -0.97212 -2.53482 17.26863 0.03 -0.09 -0.38
O 3.57831 2.50959 19.01081 0.17 0.00 0.19
H 3.48401 1.96085 19.78941 -0.08 -0.01 0.25
H 4.14685 2.00506 18.42905 0.26 0.00 -0.21
O 1.25086 1.88888 15.48078 -0.32 0.55 -0.33
H 0.40473 1.61881 15.83766 -0.28 0.15 0.01
H 1.77130 1.08571 15.46325 0.30 -0.57 0.01
O 1.53318 -1.17012 21.35796 0.64 -0.13 0.02
H 2.04874 -0.43715 21.02154 0.00 0.35 -0.27
H 2.00266 -1.45371 22.14242 0.13 -0.16 0.43
O 1.01571 -3.26092 19.58602 0.15 -0.35 -0.32
H 1.37912 -2.59245 20.16681 0.15 0.46 0.26
H 0.48238 -3.81217 20.15867 -0.17 -0.33 0.15
O 2.24861 3.98661 17.05334 0.15 0.64 0.02
H 2.10979 3.31519 16.38538 -0.40 -0.31 -0.35
H 2.54935 3.50189 17.82199 0.04 -0.01 0.30

=====

13
Properties=species:S:1:pos:R:3:forces:R:3 method="wB97M-V/def2-TZVPD" multiplicity=1 e_lumo_ev=0.91 smiles=CCSSC relative_energy_kj_mol=23.3
C 0.77188 0.19885 -1.77419 0.50 0.24 -0.31
C -0.64006 -0.10228 -1.29409 -0.32 -0.37 -0.37
S -1.13892 1.09320 -0.00100 0.28 0.46 -0.46
S -1.55375 0.16497 1.71314 -0.22 -0.93 0.43
C 0.06852 -0.22534 2.42059 0.03 0.10 0.36
H 0.96412 1.26761 -1.72045 0.00 0.17 0.13
H 0.95745 -0.04270 -2.82669 -0.29 -0.31 0.14
H 1.55847 -0.28904 -1.18492 -0.34 0.03 0.03
H -1.39008 0.02151 -2.08082 0.26 0.26 -0.11
H -0.76335 -1.15127 -1.02282 0.05 0.13 0.56
H 0.49107 0.68804 2.82698 0.31 0.04 -0.15
H -0.04425 -0.92550 3.25335 -0.30 0.04 -0.13
H 0.71889 -0.69804 1.69092 0.03 0.14 -0.12

=====

8
Properties=species:S:1:pos:R:3:forces:R:3 method="wB97M-V/def2-TZVPD" multiplicity=1 e_lumo_ev=-0.23 smiles=CONI relative_energy_kj_mol=169.2
C -0.89015 0.66153 0.18952 -0.43 -3.61 -3.67
O -0.21341 -0.62824 0.52216 -1.37 1.49 1.56
N 0.76029 -0.83811 -0.38705 0.69 -4.86 -1.09
I 2.54324 0.21700 0.00714 0.27 -0.16 0.30
H -1.53501 0.39054 -0.74519 0.55 0.48 1.75
H -0.13209 1.22074 -0.29496 0.68 1.50 0.45
H -1.50208 1.02566 0.97080 0.02 0.37 0.95
H 0.96921 -2.04914 -0.26241 -0.41 4.79 -0.25

=====

71
Properties=species:S:1:pos:R:3:forces:R:3 method="wB97M-V/def2-TZVPD" charge=-2 multiplicity=1 e_lumo_ev=3.39 relative_energy_kj_mol=115.6
Ir 2.18452 -0.81157 -0.90395 0.02 0.02 -0.09
C 0.01102 -4.50227 -1.30496 -0.06 0.01 0.01
C 0.69688 -3.20412 -1.63977 0.10 -0.28 -0.05
N 1.32919 -2.59882 -0.68217 0.18 0.09 -0.11
N 1.38061 -3.23258 0.53863 -0.37 0.23 0.14
C 2.14509 -2.57969 1.41202 0.28 -0.78 -0.39
S 3.13110 -1.29757 1.09592 -0.47 0.78 1.00
S 2.48050 -3.49896 2.90967 -0.11 0.16 0.03
C 0.76297 -3.90396 3.35942 0.00 0.04 0.08
C 0.06819 -2.75833 4.03711 -0.03 0.00 -0.06
C 0.02914 -2.65516 5.42457 -0.04 -0.01 0.02
C -0.58907 -1.57705 6.04387 0.02 -0.04 -0.02
C -1.17480 -0.57949 5.27742 0.00 0.00 -0.02
C -1.13095 -0.66616 3.89159 0.01 -0.01 -0.01
C -0.51317 -1.74500 3.27503 0.01 0.00 0.02
C 0.71730 -2.74637 -3.04418 -0.01 0.00 -0.02
C 0.54157 -3.69996 -4.05350 0.00 -0.01 0.00
C 0.52489 -3.37289 -5.39852 0.00 -0.06 0.01
C 0.69080 -2.04179 -5.77144 0.01 0.08 0.06
C 0.87868 -1.07268 -4.80769 -0.10 -0.05 -0.05
C 0.90186 -1.38934 -3.43567 -0.21 -0.02 0.35
O 1.02330 -0.42487 -2.56270 0.40 0.01 -0.51
H -0.48186 -4.40869 -0.33828 -0.01 0.01 0.00
H 0.73730 -5.31327 -1.19489 0.01 0.03 -0.02
H -0.72106 -4.77132 -2.06341 0.02 0.02 0.00
H 0.80545 -4.77562 4.01433 0.03 0.02 0.02
H 0.26704 -4.18261 2.43076 -0.02 -0.02 0.02
H 0.49810 -3.42885 6.02393 -0.01 0.01 0.00
H -0.60853 -1.51395 7.12596 0.00 0.00 0.00
H -1.65673 0.26555 5.75542 0.01 -0.01 0.00
H -1.57711 0.11487 3.28751 0.03 -0.01 0.02
H -0.44692 -1.80755 2.19384 0.00 0.03 0.02
H 0.44083 -4.74230 -3.77784 0.00 0.01 -0.01
H 0.40402 -4.14977 -6.14421 0.01 0.01 0.00
H 0.68895 -1.76396 -6.82051 0.01 -0.01 0.01
H 1.03092 -0.03276 -5.06971 0.01 -0.01 0.01
C -0.32625 6.13032 -0.47566 0.03 0.00 0.00
C -1.47018 5.12910 -0.57122 0.01 -0.08 0.00
C -2.51104 5.41105 0.50223 0.01 -0.03 0.02
C -3.65943 4.42211 0.40757 0.03 0.00 -0.01
C -3.12848 3.01808 0.50123 0.14 0.12 -0.03
C -3.90268 1.99405 0.98816 -0.09 -0.15 0.05
C -3.38771 0.70446 1.05745 -0.04 0.03 0.00
F -4.19930 -0.27454 1.51630 -0.03 -0.04 0.04
C -2.10990 0.41438 0.68180 -0.02 -0.11 -0.01
C -1.29951 1.44504 0.19869 0.13 0.06 -0.09
C 0.07666 1.11857 -0.22724 -0.15 0.30 -0.07
O 0.48741 -0.02213 0.01877 0.02 -0.33 0.17
C 0.78687 2.16035 -0.90225 -0.02 -0.04 -0.04
C 0.20971 3.38545 -0.95780 0.01 0.00 -0.05
N -0.99540 3.73652 -0.44175 -0.06 0.10 0.02
C -1.80733 2.74303 0.09157 -0.03 0.08 -0.01
C 2.19544 2.09174 -1.52972 0.02 0.05 0.06
O 2.51542 3.08212 -2.19302 0.02 0.00 0.10
O 2.92927 1.10258 -1.25436 -0.08 0.00 -0.06
H -0.74582 7.13274 -0.37728 0.00 0.00 -0.01
H 0.31818 6.12533 -1.35184 0.00 -0.01 0.01
H 0.28950 5.92308 0.40144 -0.01 0.01 -0.01
H -1.95348 5.23135 -1.55049 -0.02 0.01 -0.02
H -2.86507 6.43576 0.38001 -0.01 0.01 0.00
H -2.03267 5.33834 1.48437 -0.01 0.01 -0.01
H -4.17946 4.56232 -0.54602 -0.01 0.00 -0.01
H -4.39302 4.59267 1.19719 -0.01 0.00 0.01
H -4.92076 2.17622 1.31167 0.01 0.00 0.00
H -1.70617 -0.58795 0.73323 -0.03 0.01 0.00
H 0.78097 4.14403 -1.47355 0.01 0.00 0.04
O 5.99817 -2.42282 -2.19429 -0.21 0.41 -0.42
S 5.17889 -1.57046 -1.33926 0.03 -0.71 0.54
O 5.05498 -2.17595 0.00634 0.64 -0.19 -0.09
O 3.71069 -1.64907 -1.92927 -0.01 0.37 -0.23
O 5.59147 -0.17901 -1.24660 0.00 -0.11 -0.32

=====

86
Properties=species:S:1:pos:R:3:forces:R:3 method="wB97M-V/def2-TZVPD" charge=-1 multiplicity=1 e_lumo_ev=1.85 relative_energy_kj_mol=0.0
Y 0.54952 -0.40080 0.11584 -0.08 -0.24 0.50
C 4.94923 -1.35003 -0.82233 -0.01 0.00 0.00
C 3.49654 -1.20277 -1.21125 0.04 -0.04 -0.05
O 2.69109 -1.00812 -0.23804 -0.02 0.04 0.04
C 3.13519 -1.31866 -2.53482 0.05 0.01 0.05
C 1.80079 -1.30484 -3.04371 -0.08 -0.03 -0.01
C 1.64528 -1.64476 -4.50694 -0.03 -0.02 0.03
N 0.75290 -1.05954 -2.30631 0.02 0.05 -0.06
N -0.45487 -1.14975 -3.01341 0.02 -0.02 0.01
C -1.47523 -0.97323 -2.22842 0.01 -0.06 -0.17
O -1.44687 -0.73584 -0.96828 0.08 0.23 0.02
C -2.82282 -1.05011 -2.87909 -0.03 0.04 0.00
C -3.95031 -0.69588 -2.14480 0.00 0.04 -0.02
C -5.20869 -0.70280 -2.73246 0.00 0.01 -0.02
C -5.35495 -1.07723 -4.06024 0.00 -0.03 0.00
C -4.23619 -1.46832 -4.78957 -0.01 0.00 0.00
C -2.98061 -1.46075 -4.20286 0.01 0.12 -0.01
H 5.24622 -0.50255 -0.20307 0.00 0.01 -0.01
H 5.05931 -2.24914 -0.21166 0.00 0.00 0.01
H 5.60770 -1.41974 -1.68714 0.00 -0.01 0.00
H 3.92487 -1.49639 -3.25152 0.00 0.00 0.00
H 2.61827 -1.70819 -4.99007 0.01 0.00 -0.01
H 1.12758 -2.60016 -4.60994 0.00 0.00 0.00
H 1.02003 -0.91330 -5.01632 0.00 0.05 0.00
H -3.81787 -0.42422 -1.10579 0.00 0.00 -0.01
H -6.07763 -0.42074 -2.15016 0.00 0.00 0.00
H -6.33542 -1.08497 -4.52050 0.00 0.00 0.00
H -4.34885 -1.78974 -5.81851 0.00 0.00 0.00
H -2.09908 -1.76441 -4.75196 0.00 0.01 -0.01
O -2.69505 5.31931 1.15102 0.00 0.00 0.01
C -1.99229 4.18547 0.91392 0.01 0.02 -0.01
C -2.59657 2.94301 0.76699 0.00 -0.01 -0.02
C -1.79597 1.85113 0.51307 -0.01 -0.06 0.08
N -0.46039 1.92796 0.41750 0.11 0.12 -0.05
C 0.08869 3.12188 0.57299 -0.02 0.01 -0.10
Br 1.97078 3.23324 0.45033 0.00 -0.04 0.12
C -0.61398 4.28704 0.81314 -0.01 0.01 0.02
H -3.63295 5.10633 1.20316 0.00 0.00 0.00
H -3.67012 2.82415 0.84444 0.00 0.00 -0.01
H -2.20991 0.85999 0.37552 -0.01 0.00 0.03
H -0.11482 5.23785 0.91648 0.00 0.00 0.01
N -0.23967 -1.21921 1.84780 0.14 -0.29 -0.52
C -0.74886 -2.15960 2.63865 0.03 0.17 0.13
C -1.69788 -1.87323 3.67245 -0.05 0.02 0.01
C -2.19018 -2.84407 4.52535 -0.01 0.01 0.00
C -1.78366 -4.17279 4.43017 0.03 -0.02 -0.02
C -0.85514 -4.49373 3.43688 -0.03 -0.01 0.03
C -0.35389 -3.53718 2.57834 0.01 0.04 -0.02
H -2.04028 -0.84636 3.76421 -0.01 0.00 0.00
H -2.91250 -2.56004 5.28623 0.00 0.01 0.00
H -2.17277 -4.92860 5.10097 0.00 0.00 0.00
H -0.51753 -5.52138 3.33439 0.01 0.00 0.00
H 0.36857 -3.80906 1.81478 -0.01 -0.02 0.00
S 1.16972 2.81096 -2.94367 -0.17 -0.14 -0.02
C -0.29868 2.70404 -3.68047 0.19 0.39 0.06
N -0.60190 1.98442 -4.75833 -0.09 -0.20 -0.08
C -1.85479 2.24354 -5.43886 0.01 0.00 -0.02
C -2.78903 2.84188 -4.39076 0.06 -0.05 0.10
S -1.69179 3.66396 -3.19138 -0.03 -0.02 -0.03
H 0.10877 1.38215 -5.14075 0.00 -0.07 0.02
H -2.26734 1.31858 -5.83709 0.00 -0.06 -0.03
H -1.69114 2.94812 -6.26219 -0.03 -0.01 0.01
H -3.35387 2.06505 -3.88276 -0.05 -0.10 0.06
H -3.47404 3.56417 -4.82824 0.00 0.01 0.02
C 1.04728 1.26288 5.36671 -0.02 -0.01 0.00
C 0.73098 1.16014 3.87804 0.02 -0.01 -0.01
P 1.97100 0.33182 2.79182 -0.04 0.11 -0.02
C 2.27536 -1.23396 3.71506 0.01 0.00 -0.03
C 3.05688 -2.27374 2.91728 0.00 -0.01 0.00
C 3.49118 1.31237 3.24629 0.00 0.00 -0.01
C 4.63973 1.08933 2.26417 0.00 -0.01 0.00
H 0.23901 1.77009 5.89967 0.00 0.00 0.00
H 1.96641 1.82300 5.55246 0.00 0.00 0.00
H 1.15850 0.27396 5.81288 0.00 0.00 0.00
H 0.57246 2.15938 3.45490 -0.01 0.00 0.00
H -0.18440 0.59120 3.70462 -0.01 0.01 0.00
H 1.28893 -1.63633 3.95006 -0.01 0.01 0.02
H 2.78157 -1.00632 4.65861 0.01 0.00 0.00
H 2.58500 -2.44025 1.94941 -0.02 -0.01 0.01
H 3.08144 -3.22476 3.45411 0.01 0.00 0.00
H 4.08784 -1.96191 2.73298 0.00 0.01 0.00
H 3.81084 1.08040 4.26673 0.00 0.01 0.00
H 3.19869 2.36691 3.23804 0.00 0.02 -0.02
H 5.00424 0.06212 2.30900 0.00 -0.01 0.00
H 5.48421 1.75273 2.46898 0.00 0.00 0.00
H 4.30816 1.25895 1.23730 -0.01 0.01 0.00

=====

77
Properties=species:S:1:pos:R:3:forces:R:3 method="wB97M-V/def2-TZVPD" charge=+1 multiplicity=1 e_lumo_ev=-3.73 relative_energy_kj_mol=21.6
Au -0.13925 0.23912 0.24504 0.26 -0.75 -0.05
O 2.48472 -0.76798 0.00713 0.97 0.63 0.04
C 2.04345 0.31312 0.05961 -1.80 0.44 -0.13
C 2.57960 1.71462 0.02503 1.11 -1.56 -0.10
C 3.95883 1.83088 -0.09205 0.41 0.37 -0.07
C 4.51855 3.10100 -0.17850 -0.17 -0.25 0.03
C 3.69836 4.22409 -0.11841 -0.09 -0.07 0.02
C 2.32290 4.08412 0.03319 0.08 0.18 -0.03
C 1.76810 2.81678 0.08411 -0.42 -0.02 0.06
P 0.02137 2.45659 0.27392 -0.37 1.21 -0.16
C -0.52518 3.32688 1.74241 -0.03 -0.14 0.15
C -0.22328 2.76617 2.98557 -0.01 0.03 -0.02
C -0.57230 3.44249 4.14263 0.08 0.01 0.00
C -1.20166 4.67695 4.06183 -0.02 0.01 0.00
C -1.50410 5.23391 2.82655 0.02 0.01 -0.01
C -1.16806 4.56333 1.66192 0.00 -0.04 -0.02
C -0.84776 3.20730 -1.11801 -0.17 -0.31 -0.02
C -2.24488 3.15403 -1.08204 0.03 0.05 -0.01
C -2.98106 3.60293 -2.16443 -0.03 -0.01 0.00
C -2.33225 4.09596 -3.29116 0.03 -0.02 -0.01
C -0.94775 4.15669 -3.32572 0.00 -0.01 0.03
C -0.20244 3.70162 -2.24526 0.07 0.04 0.00
H 4.57583 0.94245 -0.11750 0.00 0.02 -0.02
H 5.58826 3.21076 -0.28916 0.00 0.02 0.02
H 4.13424 5.21157 -0.18749 -0.02 0.01 0.03
H 1.68062 4.95338 0.10462 0.05 0.03 0.00
H 0.25247 1.79605 3.04650 -0.04 -0.01 0.04
H -0.35171 3.00344 5.10586 -0.01 0.00 0.00
H -1.46108 5.21002 4.96685 -0.03 -0.03 0.00
H -2.00847 6.18899 2.77004 0.02 0.01 -0.01
H -1.41250 4.99445 0.70016 0.00 0.03 0.01
H -2.75007 2.77113 -0.20184 -0.01 0.03 -0.01
H -4.06242 3.57558 -2.12904 0.00 -0.01 0.00
H -2.90836 4.42526 -4.14550 -0.01 0.06 0.03
H -0.44233 4.55864 -4.19336 0.00 -0.03 -0.01
H 0.87867 3.73898 -2.28916 0.00 -0.01 0.00
O -5.03480 -0.15827 3.99545 0.03 0.08 -0.10
C -5.41081 0.20240 2.78703 0.08 -0.07 0.17
O -6.52238 0.58449 2.52466 -0.07 -0.02 -0.07
C -4.39399 0.11742 1.68584 0.06 0.05 0.06
C -4.76541 0.26976 0.37083 0.01 -0.02 -0.02
N -3.64888 0.18980 -0.36704 0.15 0.03 -0.22
N -2.55607 0.00197 0.38968 0.36 0.11 0.30
C -2.99085 -0.04794 1.64799 -0.05 -0.04 -0.03
C -2.00696 -0.27968 2.77929 -0.09 0.01 0.06
O -2.47930 -0.55794 3.88397 -0.07 0.04 0.07
O -0.78364 -0.17495 2.49531 0.09 -0.17 -0.17
H -4.05473 -0.37381 4.02048 -0.01 -0.04 0.01
H -5.74504 0.42163 -0.05048 0.01 -0.01 -0.02
H -3.56332 0.23049 -1.36828 -0.01 0.03 0.00
C -0.30594 -2.08455 -2.52642 -0.03 -0.03 0.05
C -0.11964 -2.60455 -1.14461 0.03 0.07 -0.12
N 0.00031 -1.87033 -0.05590 -0.32 -0.05 0.36
C 0.18803 -2.72910 1.01484 -0.04 0.14 -0.05
C 0.17744 -3.99737 0.55174 -0.02 -0.01 -0.03
N -0.02274 -3.90693 -0.81255 0.04 -0.08 0.02
C -0.06634 -5.04437 -1.72165 0.03 -0.07 -0.04
N 1.07362 -5.88666 -1.53317 -0.13 0.00 0.06
N 0.89620 -7.19159 -1.17603 0.10 0.03 0.04
N 2.03120 -7.72866 -0.97722 -0.01 0.15 -0.05
C 3.01233 -6.77063 -1.18068 0.11 -0.32 0.11
C 4.40154 -6.85996 -1.05342 -0.01 -0.04 0.00
C 5.12627 -5.71554 -1.28113 -0.04 0.10 -0.04
C 4.49286 -4.50197 -1.63396 0.04 -0.09 0.02
C 3.12730 -4.40446 -1.77024 -0.03 -0.05 0.02
C 2.40142 -5.57811 -1.53296 -0.01 0.25 -0.10
H -0.31980 -0.99669 -2.48909 0.00 0.00 -0.03
H -1.24211 -2.43209 -2.96465 -0.01 0.01 0.00
H 0.50822 -2.39648 -3.18277 0.01 0.02 0.00
H 0.30061 -2.35268 2.01706 -0.04 -0.01 0.00
H 0.30085 -4.94290 1.05052 -0.02 -0.01 -0.02
H -0.11307 -4.67009 -2.74336 -0.01 0.07 0.02
H -0.94255 -5.65824 -1.52152 -0.01 -0.02 -0.03
H 4.87231 -7.79471 -0.78246 0.00 0.00 0.01
H 6.20322 -5.73573 -1.18784 0.00 0.01 -0.01
H 5.10318 -3.62344 -1.79700 0.00 -0.01 -0.01
H 2.65234 -3.46886 -2.03459 0.00 0.01 0.01

=====

14
Properties=species:S:1:pos:R:3:forces:R:3 method="wB97M-V/def2-TZVPD" multiplicity=1 e_lumo_ev=0.86 smiles="C=C/C(O)=C/C" relative_energy_kj_mol=149.7
C 0.57020 -2.27069 -0.28747 0.02 0.54 -0.48
C 0.24943 -1.19235 -0.99132 -0.26 -0.35 -0.93
C -0.22311 0.09835 -0.47608 0.55 0.16 -0.45
O -1.40449 0.55550 -1.01855 -0.11 -0.54 0.09
C 0.47056 0.82356 0.39116 -0.33 -0.17 0.59
C -0.15140 1.91463 1.22634 0.73 -0.03 -1.00
H 0.63331 -2.22041 0.78550 -0.06 -0.37 0.23
H 0.77285 -3.15444 -0.88157 0.26 -0.21 0.59
H 0.24594 -1.34799 -2.07667 -0.20 0.34 0.13
H -1.78354 -0.17373 -1.52943 -0.08 0.27 0.16
H 1.46721 0.44993 0.59198 -0.05 0.09 0.31
H 0.38472 2.85766 1.12690 -0.02 0.14 -0.03
H -1.17428 2.04931 0.87746 -0.04 0.09 0.47
H -0.05740 1.61067 2.26176 -0.41 0.05 0.31